This record from the Open Molecules 2025 dataset describes a structure of composition C43H61HfN6P2. The level of theory is ωB97M-V with the def2-TZVPD basis set.

```
113
Properties=species:S:1:pos:R:3:mulliken_charge:R:1
Hf -0.25 -0.24 -0.38 -0.87
C -0.28 -4.12 -1.68 -1.72
P 0.70 -2.59 -1.77 1.57
C 2.40 -3.19 -1.61 -1.42
C 0.56 -2.27 -3.57 -1.00
C -0.90 -2.09 -3.96 -1.40
P -1.82 -0.86 -2.95 1.75
C -3.53 -1.49 -3.09 -1.80
C -1.85 0.58 -4.07 -1.30
H 0.17 -4.83 -2.38 0.65
H -1.32 -3.96 -1.98 0.43
H -0.27 -4.55 -0.68 0.30
H 2.48 -4.11 -2.19 0.65
H 2.65 -3.39 -0.57 0.14
H 3.08 -2.45 -2.01 0.48
H 0.99 -3.14 -4.07 0.73
H 1.18 -1.41 -3.84 0.33
H -1.43 -3.04 -3.88 0.54
H -0.99 -1.78 -5.00 0.72
H -3.64 -1.93 -4.08 0.56
H -4.25 -0.68 -2.99 0.60
H -3.74 -2.25 -2.33 0.30
H -2.43 0.30 -4.95 0.64
H -0.83 0.84 -4.38 0.33
H -2.30 1.44 -3.58 0.19
C 1.91 3.05 0.84 -2.10
C 1.27 2.20 -0.24 0.21
C 1.78 1.09 -2.74 -1.17
C -0.06 2.65 -0.78 -0.34
C 0.10 4.04 -1.29 0.13
C -0.94 4.65 -2.21 -0.45
C -2.30 4.05 -1.98 -0.90
C -2.59 3.06 -1.12 -0.52
C -4.05 2.77 -0.82 -0.24
C -4.40 1.28 -0.75 -1.26
C -4.56 3.50 0.43 -1.52
C -1.47 2.20 -0.55 1.80
N -1.57 1.27 0.55 0.15
C -1.76 1.75 1.74 -0.32
C -1.48 1.06 2.92 -0.10
C -1.98 1.58 4.14 -0.91
C -1.80 0.92 5.31 -1.09
C -1.09 -0.30 5.28 -1.09
C -0.55 -0.80 4.11 -1.52
C -0.70 -0.12 2.89 1.33
N -0.08 -0.57 1.73 0.30
C 0.72 -1.77 1.87 -0.58
C 0.07 -3.00 1.63 1.09
C 0.85 -4.15 1.65 -0.14
C 2.21 -4.08 1.95 -1.98
C 2.78 -2.88 2.34 -0.40
C 2.04 -1.70 2.35 0.89
C 2.51 -0.49 3.17 0.93
C 2.60 -0.94 4.64 -1.54
C 3.84 0.16 2.82 -1.30
C -1.47 -3.07 1.66 0.74
C -2.24 -2.60 0.44 -1.04
C -2.00 -4.45 2.03 -1.87
H 2.81 2.57 1.24 0.36
H 1.22 3.20 1.66 0.32
H 2.21 4.03 0.46 0.60
H 1.20 1.20 0.23 0.61
H 2.69 0.91 -3.31 0.48
H 1.05 1.51 -3.41 0.74
H 1.43 0.11 -2.43 -0.62
H 0.41 4.77 -0.55 0.79
H -0.91 5.74 -2.20 0.61
H -3.12 4.58 -2.44 0.52
H -4.59 3.19 -1.67 0.78
H -4.10 0.83 0.19 0.27
H -3.93 0.72 -1.56 -0.22
H -5.48 1.15 -0.85 0.61
H -4.20 3.03 1.35 0.39
H -5.65 3.46 0.46 0.47
H -4.26 4.55 0.43 0.34
H -2.16 2.76 1.83 0.93
H -2.55 2.51 4.11 0.56
H -2.19 1.31 6.25 0.48
H -0.95 -0.86 6.20 0.50
H 0.00 -1.73 4.14 1.16
H 0.40 -5.13 1.51 0.50
H 2.80 -4.99 1.97 0.46
H 3.80 -2.87 2.71 0.54
H 1.74 0.28 3.11 -0.16
H 3.45 -1.62 4.78 0.47
H 1.71 -1.46 4.99 0.28
H 2.77 -0.07 5.29 0.45
H 4.65 -0.57 2.76 0.30
H 4.11 0.87 3.61 0.49
H 3.80 0.71 1.88 0.10
H -1.76 -2.39 2.46 0.13
H -2.23 -3.31 -0.38 0.29
H -1.90 -1.65 0.01 -0.03
H -3.28 -2.40 0.70 0.56
H -1.89 -5.17 1.21 0.39
H -3.07 -4.39 2.26 0.43
H -1.50 -4.85 2.91 0.47
N 4.70 1.38 -1.22 0.05
C 5.34 0.24 -0.75 -1.14
C 4.34 -0.56 -0.29 -0.59
N 3.11 0.05 -0.49 0.67
C 3.38 1.23 -1.03 -1.26
C 2.20 2.01 -1.54 2.06
N -0.64 1.56 -1.56 -0.85
C 0.15 3.97 -2.94 0.36
C 1.44 4.25 -2.36 -0.71
N 2.48 3.34 -2.13 -0.30
H 5.17 2.17 -1.63 0.19
H 6.41 0.13 -0.75 0.45
H 4.43 -1.51 0.21 0.49
H -0.10 2.96 -3.24 -0.37
H 1.74 5.29 -2.31 0.61
H 3.34 3.79 -1.88 0.42
```

The highest occupied orbital energy comes out at -15.58 eV. As for the LUMO energy: -8.57 eV. Its charge is +3. The value obtained for the energy relative to the best compared isomer or geometry (same formula, charge and spin) is 7.276 eV. As for the orbital gap: 7.012 eV.